26
Properties=species:S:1:pos:R:3:forces:R:3:nbo_charge:R:1 method="wB97M-V/def2-TZVPD" mol_weight_g_mol=169.18 homo_lumo_gap_ev=9.922 de_lowest_kj_mol=22.37 total_charge=0 smiles="CC(=O)N(C)CC=O.O.O.O" total_energy_ev=-17156.295 lumo_energy_ha=0.0237
C 0.88199 0.37699 1.77302 0.2 1.2 0.0 -0.725
C 1.10972 0.37036 0.29853 0.6 -0.8 -0.7 0.722
N 1.48402 -0.80235 -0.32167 -0.6 -0.1 -0.2 -0.433
C 1.26530 -2.09261 0.33628 -0.1 0.4 1.6 -0.431
C 1.41966 -0.82060 -1.78730 1.3 0.9 -0.6 -0.346
C 0.01766 -1.02003 -2.32514 -0.1 0.6 0.2 0.413
O -0.16872 -1.34052 -3.46652 -0.2 -0.2 -0.2 -0.521
O 1.02297 1.38731 -0.37571 -0.2 0.6 -0.2 -0.678
H 0.76610 1.41343 2.13106 0.0 -0.4 -0.3 0.241
H 0.00923 -0.17114 2.01504 -0.9 -0.7 0.2 0.260
H 1.70644 -0.04944 2.29603 0.7 -0.5 0.4 0.231
H 1.85854 -2.09349 1.27957 -0.5 -0.1 -0.5 0.206
H 1.64455 -2.90549 -0.25319 0.2 -0.2 -0.5 0.213
H 0.19238 -2.28367 0.57702 0.8 0.2 -0.2 0.228
H 1.85243 0.16419 -2.20398 -0.9 -1.5 0.7 0.268
H 2.05391 -1.62769 -2.22793 -0.4 0.5 0.6 0.230
H -0.81755 -0.80652 -1.61231 0.3 -0.2 -0.3 0.147
H -2.16068 -0.11298 0.49594 -0.5 1.7 0.2 0.502
H -2.54390 -1.52485 0.33295 -0.5 -0.7 -0.1 0.470
O -1.77956 -0.97975 0.46356 0.9 -1.2 0.0 -0.989
H -3.10611 1.74347 1.60454 0.5 -0.2 -1.2 0.479
H -2.08978 2.14304 0.43500 -0.7 -0.3 0.5 0.509
O -2.80987 1.48912 0.69621 0.0 0.7 0.8 -1.007
H -0.08356 2.59546 0.07064 0.1 0.1 0.0 0.508
H -0.90384 3.72696 -0.49607 -0.3 1.6 -2.2 0.473
O -0.82130 3.22081 0.26442 0.4 -1.5 2.0 -0.970

=====

92
Properties=species:S:1:pos:R:3:forces:R:3:mulliken_charge:R:1 method="wB97M-V/def2-TZVPD" mol_weight_g_mol=517.66 homo_lumo_gap_ev=9.220 total_charge=0 smiles=COC[C@H](C)N.COC[C@H](C)N.COC[C@H](C)N.OCCO.OCCO.O.O.O.O.O.O.O total_energy_ev=-50677.428 lumo_energy_ha=0.0089
O -5.93502 -2.78669 1.54053 -0.2 0.1 0.0 -0.649
H -5.09695 -2.35408 1.70399 0.2 0.2 0.0 0.323
H -5.72570 -3.72070 1.53394 0.0 -0.3 0.0 0.322
O 2.96038 2.20835 -4.10537 -0.2 0.2 0.1 -0.635
H 2.85944 1.77889 -4.95485 0.0 -0.1 -0.2 0.320
H 3.60624 1.67503 -3.64207 0.2 -0.1 0.2 0.317
O -3.50772 5.29308 4.04218 0.1 -0.1 -0.2 -0.634
H -3.71034 4.87911 4.88111 0.0 -0.2 0.2 0.318
H -3.85091 6.18284 4.12451 -0.1 0.2 0.0 0.317
O -0.74761 7.88410 1.22147 -0.1 0.2 0.1 -0.642
H -0.85988 7.24071 1.92124 -0.1 -0.2 0.2 0.317
H -0.30010 7.40471 0.52423 0.1 -0.1 -0.3 0.323
O 3.18572 -2.03369 -7.08767 0.0 0.2 0.1 -0.639
H 3.76449 -2.42442 -7.74233 0.2 -0.1 -0.2 0.320
H 2.42902 -2.61905 -7.05638 -0.2 -0.1 0.0 0.320
O 1.63818 -8.70082 4.11437 0.0 0.0 0.2 -0.634
H 2.21609 -8.08921 3.65812 0.2 0.2 -0.1 0.316
H 1.12462 -9.11048 3.41820 -0.2 -0.1 -0.2 0.318
O -0.48996 5.70345 -3.26409 0.0 0.2 0.2 -0.640
H 0.17013 5.03055 -3.43063 0.2 -0.2 0.0 0.324
H -1.18032 5.52571 -3.90286 -0.2 0.0 -0.1 0.315
C -6.46061 -1.41609 -4.42858 -1.2 1.0 -0.1 -0.338
C -6.18818 0.07255 -4.57053 -0.1 0.9 -0.2 -0.417
O -5.41535 0.49106 -5.67149 1.3 -0.8 -1.0 -0.540
O -7.09025 -1.84446 -5.61866 0.6 -0.3 -0.8 -0.521
H -7.27078 -1.45998 -3.70070 0.3 0.0 0.8 0.269
H -5.60678 -1.96522 -4.03169 0.2 -0.3 -0.6 0.339
H -5.65194 0.42839 -3.69079 -0.6 -0.1 0.6 0.317
H -7.10240 0.62170 -4.79578 -0.7 -0.4 1.2 0.274
H -5.37058 1.44952 -5.64093 0.0 -0.1 0.0 0.324
H -7.18263 -2.79904 -5.66141 0.1 0.0 0.2 0.294
C -9.31630 7.88980 1.21559 1.5 -0.5 -0.4 -0.270
C -9.63997 8.57980 2.54537 -0.9 -2.1 -2.4 -0.396
O -8.60063 9.41585 2.80884 1.3 1.7 1.1 -0.495
O -8.28740 6.87908 1.28177 -0.6 -1.4 -0.5 -0.539
H -8.87525 8.51753 0.44130 -0.4 1.2 0.4 0.255
H -10.17026 7.46274 0.68979 -0.2 -0.5 0.6 0.303
H -9.83020 7.78149 3.26273 0.1 0.1 0.4 0.289
H -10.59210 9.07318 2.35012 0.0 0.6 0.4 0.267
H -8.03586 9.12861 3.53004 -0.3 -0.1 0.0 0.315
H -7.60353 6.82169 1.95305 -0.5 1.0 0.3 0.269
C 9.95703 2.87916 1.13482 -0.3 1.6 0.0 -1.274
C 10.87774 3.87040 0.37995 0.9 -1.8 1.4 0.376
C 11.88156 4.66834 1.24863 -0.1 0.9 0.2 -0.826
O 12.69369 5.44461 0.32843 -0.5 0.6 0.8 -0.399
C 13.48612 6.40172 1.01433 -0.3 0.6 -0.1 -0.760
N 11.76004 3.05859 -0.50595 0.0 1.4 -0.1 -0.778
H 9.44997 3.44033 1.91973 0.0 -0.2 0.4 0.334
H 10.48898 2.02322 1.55016 0.0 0.1 0.0 0.329
H 9.14945 2.55262 0.47963 0.3 -0.2 -0.2 0.335
H 10.30354 4.63562 -0.14237 0.0 -0.3 -0.4 0.276
H 12.61581 4.11856 1.83748 -0.2 -0.9 0.0 0.356
H 11.41352 5.30841 1.99653 -0.4 0.4 -0.2 0.495
H 13.99308 5.96833 1.87646 0.5 -0.2 -0.2 0.308
H 12.94225 7.25349 1.42271 -0.9 -0.2 0.2 0.286
H 14.11349 6.94609 0.30851 0.5 -0.8 -0.1 0.289
H 12.20640 2.35475 0.06454 -0.6 -0.8 0.4 0.270
H 12.50633 3.73323 -0.41641 1.0 -0.1 -2.0 0.385
C 0.90851 0.17338 2.54948 -0.6 -0.4 -0.6 -1.318
C 0.53501 0.20983 1.00501 1.2 0.3 2.0 0.517
C 0.88480 -1.11442 0.32631 0.3 -0.4 -0.5 -0.759
O 2.29202 -1.40434 0.29426 -0.3 0.6 1.9 -0.320
C 2.62361 -2.77008 0.16632 -0.4 0.3 -1.1 -0.724
N -0.89616 0.44221 0.84702 0.1 -0.8 -0.5 -0.648
H 0.49643 -0.70969 3.03782 -0.3 -0.1 -0.2 0.322
H 0.47231 1.02815 3.06639 0.0 0.2 -0.1 0.354
H 1.96774 0.13831 2.80424 0.1 0.2 -0.6 0.323
H 1.15456 1.01347 0.60697 0.1 0.1 -0.4 0.194
H 0.60656 -1.16710 -0.72626 -0.6 0.5 -0.3 0.390
H 0.25256 -1.85640 0.81401 0.4 -0.5 0.3 0.358
H 2.25509 -3.47474 0.91180 -0.3 0.4 0.4 0.296
H 3.70794 -2.87552 0.13169 -0.1 0.2 -0.1 0.242
H 2.18328 -3.03580 -0.79472 0.2 -0.8 -0.3 0.312
H -1.29446 1.25630 1.29279 0.5 0.1 0.1 0.237
H -1.06020 0.50960 -0.14728 -0.4 0.1 -0.1 0.224
C -5.48446 -8.93718 1.01881 1.5 0.9 -0.9 -1.326
C -3.96482 -8.89159 1.27178 2.6 -0.3 1.1 0.505
C -3.09425 -9.09434 -0.00958 0.9 0.2 0.6 -0.765
O -1.67311 -9.49234 0.34975 -1.4 -1.0 -2.2 -0.306
C -0.91035 -10.17775 -0.76191 -0.7 1.0 1.4 -0.700
N -3.51127 -7.72827 2.08151 -1.7 1.5 -0.7 -0.720
H -5.75666 -9.92438 0.64537 -0.2 -0.1 0.6 0.333
H -5.65903 -8.27097 0.17395 -0.3 0.3 0.0 0.331
H -6.05266 -8.53639 1.85822 -0.1 -0.5 0.0 0.388
H -3.64308 -9.64789 1.98774 -0.5 -1.4 -0.7 0.254
H -2.99099 -8.21507 -0.64544 -0.1 0.5 0.4 0.387
H -3.67814 -9.76368 -0.64138 0.6 -1.0 0.0 0.358
H -1.34070 -11.12255 -1.09396 -0.3 0.0 0.4 0.293
H 0.08306 -10.35499 -0.34982 -0.2 -0.1 0.1 0.240
H -0.77031 -9.57436 -1.65880 -0.3 0.5 0.1 0.291
H -4.16092 -7.68623 2.85371 0.1 0.3 0.2 0.212
H -2.57983 -7.69823 2.47089 0.1 -0.7 -0.4 0.228

=====

18
Properties=species:S:1:pos:R:3:forces:R:3:nbo_charge:R:1 method="wB97M-V/def2-TZVPD" mol_weight_g_mol=116.14 homo_lumo_gap_ev=6.305 de_lowest_kj_mol=315.84 total_charge=-1 smiles="O=CCCCNC[O-]" total_energy_ev=-10930.991 lumo_energy_ha=0.1355
C -0.93815 0.43954 -0.04665 -0.6 0.6 1.5 -0.216
N -0.94569 -0.20741 1.28868 0.1 -0.4 -0.1 -0.729
C -1.20536 -1.79164 1.25383 0.7 0.8 -1.6 0.140
O -1.42563 -2.23856 0.02417 -0.1 -0.2 0.1 -0.943
C 0.17474 0.01696 -0.98594 -0.5 -1.8 -0.7 -0.470
C 1.66269 0.35191 -0.70141 -2.8 0.0 0.4 -0.535
C 1.80399 1.84494 -0.62696 1.8 -0.8 0.3 0.456
O 2.86127 2.35149 -0.31102 -0.5 0.6 -0.2 -0.559
H -1.89892 0.27354 -0.52854 0.0 -0.3 -0.6 0.180
H -0.97615 1.52280 0.19954 0.4 -0.2 -0.3 0.150
H -1.69222 0.23982 1.81342 0.0 -0.1 0.0 0.324
H -0.23735 -2.12076 1.69473 -0.2 -0.4 0.3 0.065
H -2.05107 -2.04243 1.91484 0.0 0.4 0.7 0.074
H -0.00121 -1.08100 -1.02132 0.5 0.3 0.4 0.296
H -0.15984 0.23563 -2.01161 0.4 0.7 0.0 0.183
H 2.26280 -0.17978 -1.42313 0.6 0.3 -0.3 0.227
H 1.86853 -0.05013 0.29036 0.3 0.1 0.1 0.248
H 0.89759 2.43509 -0.82298 0.0 0.2 -0.1 0.109

=====

15
Properties=species:S:1:pos:R:3:forces:R:3:nbo_charge:R:1 method="wB97M-V/def2-TZVPD" mol_weight_g_mol=200.06 homo_lumo_gap_ev="8.999 / 9.000" de_lowest_kj_mol=60.39 total_charge=0 total_energy_ev=-23727.623 lumo_energy_ha="-0.0636 / -0.0636"
C 1.29651 -0.79248 -1.42972 0.4 0.6 -0.2 0.859
C -0.49733 0.05985 0.17157 -1.3 0.1 1.0 0.071
N 1.60949 0.33639 -1.61547 1.4 -0.3 0.1 -0.773
N -1.69411 0.37007 -0.53250 0.0 -0.7 -0.3 0.288
N 0.43474 0.96889 0.65738 -0.5 0.5 0.9 0.481
N -0.74493 -1.14631 0.98133 2.6 0.2 -0.3 0.529
O 1.39951 0.54382 1.44149 -0.6 -0.8 -0.2 -0.453
O 0.19358 -1.52267 1.77184 0.5 1.0 0.0 -0.443
O 1.08981 -1.85961 -1.05613 -0.2 -2.0 0.1 -0.515
O 0.40722 2.14454 0.36747 -0.1 -1.1 -0.3 -0.303
O -1.67663 -1.84844 0.86887 -1.6 0.1 -0.7 -0.241
F -1.61350 1.25573 -1.62557 0.6 -0.5 1.7 -0.195
F -2.57066 0.95250 0.38085 0.0 0.8 -0.4 -0.221
H 1.07875 -0.56348 1.73097 -0.6 0.7 -0.5 0.483
H 1.28755 1.10119 -2.11238 -0.7 1.3 -1.1 0.432